DFT (the ωB97M-V functional and the def2-TZVPD basis) results for a structure of composition C6H4O.

Each line ends with the natural charge from an NBO analysis.
Atoms and positions in Å:
C  -2.39505  1.30119  -2.05566  0.041
C  -1.60757  0.98178  -1.12687  -0.587
C  -0.61494  0.48535  -0.33659  0.348
C  -0.14715  -0.87986  -0.19409  -0.373
C  0.86806  -0.85455  0.86618  -0.297
C  1.09441  0.44421  1.09862  0.147
O  0.28756  1.25612  0.34475  -0.401
H  0.12432  -0.23523  -1.28040  0.361
H  -0.71727  -1.77001  -0.44614  0.282
H  1.30581  -1.69307  1.40020  0.253
H  1.80184  0.96407  1.73000  0.226

Force components x, y, z for each atom (eV/Å):
0.44 -0.19 0.61
-0.60 0.55 -0.37
-0.29 0.33 0.30
-0.08 0.27 -0.45
0.20 0.34 -0.37
0.04 -0.15 0.04
-0.39 0.20 0.08
0.99 -1.99 0.81
-0.08 0.50 -0.20
-0.04 0.22 -0.44
-0.19 -0.08 -0.03

Summary:
* relative energy (zero: lowest compared OMol25 entry of this formula, charge and spin): 4.814 eV
* Kohn-Sham gap: 8.9 eV
* E_HOMO: -9.04 eV